[1]
Molecular formula: C32H35BCoN4O10P3
Method: DFT, ωB97M-V/def2-TZVPD

The geometry in ORCA input format:
```
! wB97M-V def2-TZVPD RIJCOSX def2/J DEFGRID3
* xyz -1 4
Co 0.19520 -0.16959 0.53153
C -3.71869 -3.42749 0.37143
C -2.38544 -2.70662 0.44991
O -1.36760 -3.65462 0.83835
P -2.33136 -1.51285 1.83770
O -3.43298 -0.41509 1.73698
O -2.84536 -2.37979 3.08670
O -0.94757 -1.00936 2.06059
P -1.96195 -1.99323 -1.21668
O -3.11196 -0.87944 -1.34662
O -2.11058 -3.05538 -2.23580
O -0.60540 -1.33386 -1.05234
H -3.89554 -4.01317 1.27414
H -3.71819 -4.08032 -0.50060
H -4.51941 -2.69596 0.26072
H -0.52289 -3.24595 0.60538
H -2.99284 0.45300 1.43577
H -2.19855 -3.07093 3.27016
H -2.74160 0.01616 -1.41454
O -2.12385 1.89898 0.99832
C -1.10700 2.37925 0.35838
C -0.04883 3.12315 1.07098
C -0.37762 4.10369 2.01498
C 0.59060 4.93721 2.53721
C 1.92121 4.80868 2.13583
C 2.27184 3.79642 1.26246
C 1.30654 2.91922 0.75821
P 1.76416 1.37224 -0.10547
C 2.34053 1.90557 -1.76065
C 2.36594 3.23338 -2.17272
C 2.78584 3.56359 -3.45487
C 3.18672 2.57369 -4.33889
C 3.16346 1.24382 -3.93822
C 2.73563 0.91650 -2.66220
C 3.38119 1.01185 0.71607
C 4.62879 1.03301 0.10325
C 5.77669 0.71155 0.82043
C 5.69081 0.37051 2.16032
C 4.44834 0.34903 2.78363
C 3.30800 0.66061 2.06569
H -1.41703 4.21338 2.29807
H 0.31523 5.70819 3.24716
H 2.67737 5.47744 2.52790
H 3.31423 3.64940 1.00203
H 2.05242 4.01060 -1.48835
H 2.78830 4.60020 -3.76831
H 3.50691 2.83421 -5.33969
H 3.46754 0.46374 -4.62464
H 2.69548 -0.12436 -2.35853
H 4.71745 1.31141 -0.93939
H 6.74116 0.73644 0.32788
H 6.58487 0.12007 2.71734
H 4.36695 0.07094 3.82641
H 2.33808 0.62267 2.55091
C 1.51682 -6.22995 -0.08839
C 2.13971 -5.60956 -1.33626
C 1.06463 -5.06778 -2.27591
C 3.18296 -4.54480 -0.97539
N 2.66098 -3.49556 -0.11411
C 1.89379 -2.44490 -0.41008
N 1.58975 -1.83065 0.71357
N 2.19497 -2.52563 1.69876
N 2.83592 -3.52529 1.21650
H 0.88771 -7.07580 -0.36564
H 0.88257 -5.51141 0.43241
H 2.27813 -6.57834 0.61244
H 2.70353 -6.38639 -1.86580
H 0.42327 -4.32824 -1.79581
H 0.40806 -5.87254 -2.60508
H 1.50359 -4.60916 -3.16520
H 3.56744 -4.07083 -1.87984
H 4.01689 -4.98976 -0.43364
H 1.53078 -2.16877 -1.38433
O -1.83047 1.66577 -2.04916
B -1.05582 2.43710 -1.16064
O -0.29677 3.37193 -1.91272
C -0.59438 3.13052 -3.21897
C -0.11684 3.76577 -4.34152
C -0.59060 3.31273 -5.57519
C -1.50358 2.26983 -5.65891
C -1.99151 1.63700 -4.51275
C -1.52226 2.09825 -3.30665
H 0.59101 4.57975 -4.26435
H -0.23966 3.78531 -6.48344
H -1.84062 1.93198 -6.63005
H -2.70077 0.82233 -4.56234
*
```

Summary:
gap between HOMO and LUMO (alpha / beta)	5.37 / 6.63	eV
DFT total energy	-126367.6798	eV
ΔE to the lowest compared entry with this formula, charge and spin	1.271	eV


[2]
Molecular formula: C32H35ClN8O5SV
Method: DFT, ωB97M-V/def2-TZVPD

The geometry in ORCA input format:
```
! wB97M-V def2-TZVPD RIJCOSX def2/J DEFGRID3
* xyz -2 2
V -0.23664 0.29525 0.05498
C -3.20850 -1.54481 0.19924
C -1.99560 -1.31961 0.91189
N -1.67513 0.18389 1.13700
N -2.60540 1.23168 0.91725
C -2.25957 2.40182 0.36481
N -3.21197 3.42601 0.37909
S -0.72334 2.71208 -0.28525
C -1.75191 -2.13317 2.17195
C -1.98265 -3.50478 2.13993
C -1.50860 -4.30075 3.16337
C -0.81881 -3.69800 4.20364
C -0.67062 -2.30870 4.16882
N -1.13527 -1.54185 3.19052
H -4.11170 -1.23503 0.82773
H -3.15280 -0.90566 -0.77982
H -3.32427 -2.64039 -0.08281
H -3.56944 1.15938 1.31005
H -4.15530 3.12515 0.07002
H -2.87771 4.24278 -0.16046
H -2.52583 -3.94962 1.29397
H -1.68099 -5.39007 3.15494
H -0.40251 -4.28963 5.02551
H -0.15440 -1.76853 4.97573
C 3.88226 1.45994 0.91778
C 2.67050 1.28669 0.23994
N 1.53889 0.71079 0.88501
C 1.64712 0.54341 2.18300
C 2.78195 0.84242 2.94463
C 3.94584 1.22240 2.27586
C 2.71734 0.68693 4.35448
C 1.59982 0.72987 5.18136
C 0.30416 1.21466 4.92041
C -0.69822 1.16737 5.92425
C -1.91815 1.70677 5.64450
N -2.21331 2.28390 4.46760
C -1.20906 2.29036 3.59537
N 0.00556 1.81110 3.74510
H 4.76018 1.80957 0.35019
H 2.64080 1.51776 -0.79774
H 0.79203 0.06958 2.64448
H 4.88325 1.34890 2.83181
H 3.68240 0.54581 4.85156
H 1.76666 0.43073 6.22011
H -0.48804 0.70659 6.89399
H -2.73208 1.70114 6.38055
H -1.42200 2.75797 2.62177
O -2.13976 2.63463 -3.50025
C -1.67691 2.12502 -4.60035
C -1.85804 0.78730 -4.88168
C 2.01605 0.59867 -3.70456
C 2.31478 1.42780 -4.86892
C 1.63880 2.79504 -5.22309
C 0.37700 3.03176 -5.97635
N -0.93066 3.07803 -5.38446
H -1.44498 0.35764 -5.89227
H 0.40938 -0.38683 -3.13625
H 3.12388 -0.41333 -3.75631
H 1.99309 1.07053 -1.86242
H 2.24814 0.74390 -5.78706
H 3.40846 1.68069 -4.75273
H 2.43637 3.32037 -5.85111
H 1.51592 3.33771 -4.21798
H 0.33197 2.25931 -6.83380
H 0.49328 4.07486 -6.44197
H -0.94068 3.92469 -4.75985
O 0.47028 1.46928 -2.81338
Cl 1.23015 0.38022 -2.47281
O -2.30717 -0.01186 -3.91869
O 1.92810 -0.73023 -2.07310
O 0.43521 0.22398 -1.29960
C -0.64923 -1.59211 0.23885
C -0.11996 -2.73072 -0.37521
C 1.26258 -2.88963 -0.44470
C 1.86631 -3.88598 -1.22374
C 1.07642 -4.77473 -1.93845
C -0.29657 -4.68531 -1.80673
C -0.87185 -3.67677 -1.01517
H 1.87986 -2.17663 0.15728
H 2.97171 -3.93430 -1.28799
H 1.53675 -5.53487 -2.60667
H -0.94941 -5.40611 -2.35506
H -1.97818 -3.58414 -0.96154
*
```

Summary:
gap between HOMO and LUMO (alpha / beta)	2.31 / 2.36	eV
DFT total energy	-104924.5108	eV
ΔE to the lowest compared entry with this formula, charge and spin	24.580	eV


[3]
Molecular formula: C32H35FeN6O8S
Method: DFT, ωB97M-V/def2-TZVPD

The geometry in ORCA input format:
```
! wB97M-V def2-TZVPD RIJCOSX def2/J DEFGRID3
* xyz 0 6
Fe -0.71173 -0.34231 0.25510
N 1.52879 4.03254 5.91571
C 1.06921 2.91955 5.22910
C 1.17252 1.64373 5.79561
C 0.67823 0.54333 5.12932
C 0.06578 0.70410 3.89469
C -0.05610 1.96171 3.32050
C 0.44410 3.06248 3.98758
S -0.47817 -0.72302 3.03155
O -1.63269 -0.31474 2.19129
O -0.76264 -1.76024 3.98416
N 0.55262 -1.18906 1.92879
C 1.73719 -0.62314 1.56824
N 1.94173 -0.72322 0.22982
C 3.00455 -0.11578 -0.27065
C 3.90803 0.57124 0.52283
C 3.64598 0.56067 1.87453
N 2.58817 -0.03214 2.41299
H 2.23214 3.86233 6.61476
H 1.70994 4.84910 5.35620
H 1.64288 1.52500 6.76457
H 0.76014 -0.44642 5.55834
H -0.52357 2.08030 2.35257
H 0.34830 4.04588 3.54259
H 3.13159 -0.17475 -1.34770
H 4.76944 1.07323 0.10765
H 4.31502 1.04793 2.57720
O -0.44800 0.04307 -1.83093
C -0.44102 1.42925 -2.23233
C -0.37696 2.26025 -0.90035
O -0.44625 3.46614 -0.96298
O -0.19801 1.55080 0.16326
C -1.67436 1.78908 -3.04007
C -2.69508 0.87781 -3.29040
C -3.79407 1.24199 -4.06084
C -3.88566 2.51996 -4.58448
C -2.86954 3.43410 -4.33505
C -1.76993 3.07204 -3.57489
C 0.83862 1.65698 -3.03781
C 0.90104 1.16842 -4.34198
C 2.07298 1.25922 -5.07547
C 3.19838 1.85133 -4.51528
C 3.13930 2.34832 -3.22316
C 1.96553 2.25011 -2.48442
H -0.85176 -0.51082 -2.50961
H -2.68453 -0.11783 -2.86342
H -4.58074 0.51963 -4.23843
H -4.74203 2.80513 -5.18167
H -2.93207 4.43669 -4.73863
H -0.98145 3.78510 -3.37773
H 0.01833 0.72640 -4.79116
H 2.10565 0.87718 -6.08787
H 4.11339 1.93140 -5.08803
H 4.00832 2.82113 -2.78273
H 1.93305 2.64819 -1.47828
C 1.54096 -3.25424 -1.52370
N 0.87781 -3.81835 -0.35921
C 1.39223 -5.06845 0.17303
C 1.05283 -5.16145 1.64676
C -0.44545 -5.02507 1.80028
N -0.93653 -3.84886 1.10156
C -2.30055 -3.46860 1.43679
C -0.28885 -3.28042 0.07112
O -0.72590 -2.24431 -0.50192
H 2.61835 -3.35375 -1.39305
H 1.29244 -2.20237 -1.60275
H 1.24840 -3.77575 -2.44011
H 2.47224 -5.07276 0.02432
H 0.98211 -5.92650 -0.37332
H 1.55500 -4.35629 2.18680
H 1.38449 -6.11409 2.05883
H -0.71736 -4.91904 2.85149
H -0.95178 -5.91990 1.41798
H -2.37685 -3.30001 2.50988
H -2.99114 -4.26260 1.13903
H -2.58108 -2.56000 0.92324
C -4.27674 1.66757 0.24989
O -3.07488 0.99108 -0.16869
C -3.07032 -0.35005 -0.23067
O -4.00923 -1.07420 -0.11639
H -4.04205 2.72665 0.22320
H -4.53563 1.35630 1.26104
H -5.09701 1.43613 -0.42806
*
```

Summary:
gap between HOMO and LUMO (alpha / beta)	8.64 / 7.86	eV
DFT total energy	-104296.5669	eV
ΔE to the lowest compared entry with this formula, charge and spin	0.612	eV


> What is the formula in the third record?

C32H35FeN6O8S


> The highest ΔE to the lowest compared entry with this formula, charge and spin belongs to which entry?

C32H35ClN8O5SV


> What is the formula in the third record?

C32H35FeN6O8S


> What is the ΔE to the lowest compared entry with this formula, charge and spin in the second record?

24.580 eV